*A*
Formula: C4H12
Source: the Open Molecules 2025 dataset
Level of theory: ωB97M-V with the def2-TZVPD basis set

Geometry (Å):
C1 1.471 -1.207 0.698
C2 0.054 -1.792 0.800
H1 1.497 -0.388 -0.023
H2 1.835 -0.810 1.645
H3 2.212 -1.917 0.369
H4 -0.605 -1.300 0.101
H5 -0.310 -1.855 1.818
H6 0.091 -2.828 0.462
C3 -1.052 0.940 -1.152
C4 -0.511 2.067 -0.311
H7 -1.667 1.331 -1.964
H8 -0.355 0.241 -1.609
H9 -1.736 0.321 -0.569
H10 0.112 2.732 -0.919
H11 0.213 1.778 0.460
H12 -1.249 2.686 0.193

Summary:
highest occupied orbital energy	-11.44	eV
E_LUMO	1.2	eV
frontier orbital gap	0.4654	Eh
multiplicity	1
structure (SMILES)	CC.CC

---

*B*
Formula: C4H12
Source: the Open Molecules 2025 dataset
Level of theory: ωB97M-V with the def2-TZVPD basis set

Geometry (Å):
C1 -1.360 1.783 -0.828
C2 -0.419 2.275 0.285
H1 -1.081 2.164 -1.743
H2 -1.372 0.727 -0.891
H3 -2.386 2.051 -0.860
H4 -0.757 1.854 1.235
H5 -0.344 3.276 0.728
H6 0.494 1.783 0.147
C3 1.550 -2.426 0.146
C4 0.268 -1.496 0.314
H7 2.294 -1.922 0.636
H8 1.348 -3.386 0.542
H9 1.822 -2.540 -0.863
H10 -0.684 -1.948 -0.100
H11 0.399 -0.584 -0.161
H12 0.230 -1.611 1.413

Summary:
highest occupied orbital energy	-11.42	eV
E_LUMO	1.1	eV
frontier orbital gap	0.4616	Eh
multiplicity	1
structure (SMILES)	CC.CC

---

Quick ranking, most stable first: *A*, *B*.

---

*A*
Formula: C4H12
Source: the Open Molecules 2025 dataset
Level of theory: ωB97M-V with the def2-TZVPD basis set

Geometry (Å):
C1 -1.069 -1.725 0.966
C2 -0.950 -0.630 2.013
H1 -0.288 -2.451 1.128
H2 -1.913 -2.403 0.837
H3 -0.827 -1.306 -0.008
H4 0.054 -0.589 2.418
H5 -1.595 -0.727 2.890
H6 -1.120 0.371 1.609
C3 0.309 0.867 -1.497
C4 1.722 1.471 -1.475
H7 0.008 0.600 -0.487
H8 -0.355 1.636 -1.884
H9 0.315 -0.030 -2.108
H10 2.077 1.627 -2.500
H11 2.510 0.896 -0.996
H12 1.666 2.465 -1.025

Summary:
highest occupied orbital energy	-11.62	eV
E_LUMO	1.1	eV
frontier orbital gap	0.4686	Eh
multiplicity	1
structure (SMILES)	CC.CC

---

*B*
Formula: C4H12
Source: the Open Molecules 2025 dataset
Level of theory: ωB97M-V with the def2-TZVPD basis set

Geometry (Å):
C1 -2.211 -0.933 -0.894
C2 -1.153 -0.381 -1.820
H1 -3.094 -0.299 -0.689
H2 -2.703 -1.859 -1.335
H3 -1.840 -1.078 0.114
H4 -1.159 -0.992 -2.703
H5 -1.443 0.617 -2.136
H6 -0.098 -0.478 -1.547
C3 1.145 0.359 1.876
C4 2.288 0.897 0.849
H7 0.491 1.246 2.176
H8 0.491 -0.329 1.349
H9 1.543 0.285 2.940
H10 1.630 0.993 -0.117
H11 3.155 0.335 0.857
H12 2.611 1.907 1.026

Summary:
highest occupied orbital energy	-11.38	eV
E_LUMO	1.1	eV
frontier orbital gap	0.4598	Eh
multiplicity	1
structure (SMILES)	CC.CC

---

*C*
Formula: C4H12
Source: the Open Molecules 2025 dataset
Level of theory: ωB97M-V with the def2-TZVPD basis set

Geometry (Å):
C1 0.213 0.436 1.221
C2 0.212 1.783 1.988
H1 0.700 -0.242 1.942
H2 -0.800 0.069 1.124
H3 0.889 0.510 0.379
H4 -0.114 2.550 1.261
H5 1.200 2.037 2.388
H6 -0.503 1.686 2.826
C3 0.200 -1.650 -1.252
C4 -0.597 -0.582 -2.032
H7 0.630 -1.059 -0.440
H8 -0.469 -2.345 -0.746
H9 0.735 -2.284 -1.927
H10 -1.209 -0.945 -2.848
H11 -1.262 -0.016 -1.382
H12 0.174 0.054 -2.502

Summary:
highest occupied orbital energy	-11.39	eV
E_LUMO	1.1	eV
frontier orbital gap	0.4597	Eh
multiplicity	1
structure (SMILES)	CC.CC

---

*D*
Formula: C4H12
Source: the Open Molecules 2025 dataset
Level of theory: ωB97M-V with the def2-TZVPD basis set

Geometry (Å):
C1 -0.935 1.893 -0.325
C2 -0.128 2.915 0.450
H1 -0.719 1.853 -1.360
H2 -0.849 0.861 0.099
H3 -2.048 2.118 -0.225
H4 -0.612 3.431 1.289
H5 0.244 3.868 -0.194
H6 0.769 2.507 0.867
C3 0.327 -1.837 0.274
C4 0.730 -3.010 -0.477
H7 0.786 -1.873 1.378
H8 0.807 -0.916 -0.131
H9 -0.780 -1.685 0.404
H10 0.240 -3.011 -1.474
H11 0.376 -3.948 0.020
H12 1.792 -3.167 -0.596

Summary:
highest occupied orbital energy	-11.24	eV
E_LUMO	1.1	eV
frontier orbital gap	0.4541	Eh
multiplicity	1
structure (SMILES)	CC.CC

---

Quick ranking, most stable first: *A*, *C*, *D*, *B*.